(1)
ORCA calculation (ωB97M-V with the def2-TZVPD basis set) on C30H19Br4N2O4S3Se2Te3Y as an isolated structure.

```
68
Properties=species:S:1:pos:R:3:forces:R:3
Y 0.988818 -0.113686 0.660321 0.318 -0.053 1.518
Br 1.485610 1.425330 7.692337 0.006 0.028 -0.010
C 1.255050 0.496498 6.057619 -0.065 -0.297 0.134
C 0.940437 -0.855977 6.052837 0.063 0.266 -0.022
Br 0.763963 -1.807056 7.681488 -0.009 -0.023 0.003
C 0.747665 -1.519520 4.830864 0.014 -0.029 0.032
Br 0.462102 -3.388194 4.747803 0.002 -0.020 -0.010
C 0.819404 -0.846008 3.617146 0.137 0.155 -0.300
O 0.598346 -1.392849 2.448285 0.203 0.297 -0.127
C 1.220769 0.535187 3.626160 -0.033 -0.102 -0.185
O 1.396763 1.109751 2.453828 0.009 -0.218 -0.073
C 1.410038 1.172657 4.841414 0.019 0.122 -0.166
Br 1.886330 3.003511 4.755166 0.002 -0.006 0.013
Se -0.954885 -0.017281 -1.331582 -0.205 -0.274 -0.652
Te -3.366486 -0.369147 -1.818867 -0.278 0.171 -0.279
Te -1.172358 -3.839172 -2.357900 0.050 -0.145 -0.036
Se -0.036132 -2.271009 -0.805012 -0.323 -0.169 -0.385
S -2.116190 0.922507 2.560210 0.060 0.030 -0.062
C -2.552772 -0.710619 2.536661 0.076 0.089 0.084
N -2.961340 -1.285010 1.375871 0.087 -0.284 0.370
C -3.206784 -2.598148 1.200395 0.016 0.010 0.060
C -3.124575 -3.452173 2.257006 -0.022 -0.057 -0.045
C -2.775560 -2.913916 3.509437 0.004 0.034 0.074
C -2.498691 -1.584051 3.654315 -0.022 -0.031 -0.055
H -3.062036 -0.683275 0.556717 -0.037 0.139 -0.172
H -3.444442 -2.894347 0.185693 0.024 0.042 -0.006
H -3.296885 -4.508123 2.114522 0.005 -0.005 0.005
H -2.689676 -3.565425 4.370530 -0.010 0.003 -0.017
H -2.179876 -1.174962 4.602015 -0.010 0.039 -0.015
O 5.062647 -0.255692 -0.505268 -0.118 -0.163 -0.013
S 3.756076 -0.838517 -0.642176 -0.196 -0.119 0.138
O 3.099171 -1.214307 0.630873 0.246 0.284 -0.183
N 2.681406 0.067371 -1.425564 0.044 0.256 0.307
C 2.378880 -0.450499 -2.652731 0.102 -0.050 -0.040
S 1.549170 0.327227 -3.823082 0.000 0.029 -0.060
C 2.908839 -1.844360 -2.799310 0.009 0.074 0.025
C 2.609197 -2.768354 -3.782364 -0.032 -0.052 -0.101
C 3.159405 -4.037938 -3.681096 -0.004 0.003 -0.014
C 4.003648 -4.378935 -2.627056 0.026 0.067 0.056
C 4.305460 -3.453711 -1.633871 0.013 -0.049 -0.065
C 3.739188 -2.202084 -1.752148 -0.101 0.033 0.076
H 1.922584 -2.501304 -4.575062 0.016 -0.004 0.020
H 2.902772 -4.785559 -4.421002 0.004 -0.001 0.017
H 4.407530 -5.381050 -2.563077 -0.005 -0.010 -0.007
H 4.933657 -3.709249 -0.791611 0.006 -0.008 0.014
Te 0.537581 3.088041 0.176960 -0.303 0.084 0.391
C 2.355019 4.118235 -0.045779 0.263 -0.063 -0.115
C 3.342668 3.630807 -0.901987 -0.046 -0.069 0.047
C 4.555691 4.297531 -1.011377 -0.009 -0.004 0.003
C 4.796420 5.434631 -0.253585 -0.001 0.020 0.012
C 3.825855 5.907050 0.619265 0.001 -0.019 -0.015
C 2.605828 5.252190 0.723721 -0.043 -0.048 -0.091
C -0.318796 3.478874 -1.709072 0.128 -0.034 0.072
C -1.690191 3.265866 -1.798716 0.012 0.036 -0.161
C -2.329461 3.417952 -3.022140 0.018 0.003 0.045
C -1.605532 3.804737 -4.140366 -0.003 0.005 -0.012
C -0.237910 4.020438 -4.041389 0.065 -0.005 0.067
C 0.415648 3.843828 -2.827512 -0.154 0.074 -0.137
H 3.172465 2.712565 -1.457321 0.007 0.059 0.022
H 5.320537 3.911014 -1.673190 -0.006 -0.011 -0.001
H 5.748795 5.945469 -0.330833 -0.003 -0.002 0.001
H 4.021633 6.783599 1.225009 -0.017 -0.004 0.002
H 1.848714 5.614949 1.407455 0.000 0.005 -0.003
H -2.258533 2.945847 -0.932961 -0.019 -0.003 0.014
H -3.388201 3.205652 -3.098297 0.018 -0.012 0.013
H -2.104590 3.915088 -5.095532 0.007 0.000 0.000
H 0.334447 4.298972 -4.918281 -0.004 -0.009 -0.002
H 1.487474 3.977431 -2.769282 -0.005 -0.002 0.006
```
Forces are in eV/Å.

Its LUMO energy is 0.138 Eh. As for the charge: -2. For the energy relative to the best compared isomer or geometry (same formula, charge and spin), the calculation gives 2.176 eV. Its multiplicity is 1. For the HOMO-LUMO gap, the calculation gives 5.62 eV.

natural (NBO) atomic charge list, values in e, 2 entries: atom 1 (Y): 1.6575, atom 2 (Br): 0.0404

(2)
ORCA calculation (ωB97M-V with the def2-TZVPD basis set) on C30H19Cl5NO2PPd as an isolated structure.

```
59
Properties=species:S:1:pos:R:3:forces:R:3
Pd -1.256037 -0.155011 -0.069022 -0.264 -0.268 -0.305
Cl -1.546688 -0.959042 2.653904 -0.054 -0.150 0.284
C -2.532584 -2.012160 1.692690 0.120 0.185 -0.153
C -2.535700 -1.747343 0.357232 0.034 0.010 0.320
C -3.322973 -2.584823 -0.476652 0.043 0.104 -0.105
Cl -3.291640 -2.285258 -2.121166 -0.039 -0.062 0.187
C -4.107402 -3.653668 0.064277 -0.083 -0.130 0.068
Cl -5.043447 -4.614679 -0.969386 0.016 0.012 0.027
C -4.083501 -3.890692 1.425556 0.063 0.072 0.033
Cl -4.986297 -5.147524 2.116768 0.007 0.023 -0.069
C -3.281105 -3.062325 2.279586 -0.128 -0.128 -0.090
Cl -3.239520 -3.325012 3.929267 0.008 0.027 -0.123
O -1.185521 -0.727176 -3.755956 0.404 -0.028 0.167
C -0.444628 -0.186914 -2.971078 -0.521 0.422 0.079
O -0.897448 0.549777 -1.946772 0.333 -0.107 -0.367
C 1.051898 -0.209472 -3.093404 0.151 -0.124 -0.044
C 1.607790 -0.406650 -4.352887 -0.169 0.017 0.064
C 2.982372 -0.458460 -4.511065 0.056 0.015 0.027
C 3.819584 -0.345299 -3.408864 -0.006 -0.006 0.000
C 3.281591 -0.182291 -2.142121 0.163 -0.008 -0.027
C 1.901729 -0.087385 -1.985593 -0.347 -0.074 -0.084
P 1.269767 0.040870 -0.312942 0.163 0.003 0.145
C 1.848262 -1.348777 0.653915 0.118 0.054 -0.002
C 2.810425 -1.225952 1.657853 -0.003 0.027 0.063
C 3.247533 -2.357773 2.327073 -0.001 0.005 0.012
C 2.725551 -3.603846 2.007639 -0.008 -0.015 -0.004
C 1.767704 -3.730505 1.007787 0.007 0.011 -0.003
C 1.329588 -2.607113 0.330476 -0.018 -0.060 -0.095
C 1.665817 1.594767 0.450500 0.081 0.054 -0.156
C 1.996327 2.691504 -0.352942 0.036 -0.004 -0.017
C 2.205573 3.930825 0.230768 0.008 -0.028 -0.029
C 2.078764 4.081893 1.605250 -0.004 -0.010 0.024
C 1.734593 2.996005 2.404742 0.012 0.031 0.018
C 1.521753 1.755969 1.833113 -0.085 -0.008 0.084
H 0.940149 -0.517397 -5.196618 0.012 -0.004 -0.012
H 3.408210 -0.598233 -5.494893 -0.014 -0.002 -0.023
H 4.892320 -0.395054 -3.535891 0.005 0.001 0.022
H 3.942365 -0.127741 -1.285054 -0.018 0.012 0.026
H 3.227743 -0.259225 1.908029 0.027 -0.033 -0.035
H 4.005776 -2.268164 3.092843 0.002 0.003 0.005
H 3.077387 -4.482538 2.530819 -0.002 -0.011 0.003
H 1.380983 -4.705641 0.744828 -0.002 -0.007 0.006
H 0.612065 -2.714812 -0.479415 0.009 0.027 0.026
H 2.097898 2.573580 -1.424284 -0.003 -0.016 -0.014
H 2.476839 4.776183 -0.386574 0.005 0.001 -0.006
H 2.254458 5.047929 2.058759 -0.012 0.012 0.005
H 1.638608 3.119607 3.474773 0.002 0.001 0.005
H 1.253789 0.914301 2.460931 -0.035 0.013 -0.017
C -3.710358 4.007197 0.572402 0.008 -0.014 0.002
C -4.371290 2.791938 0.669723 0.030 -0.034 -0.003
C -3.644003 1.626366 0.529179 -0.078 -0.053 0.026
N -2.326981 1.637047 0.302348 0.006 0.193 0.089
C -1.684429 2.805804 0.201960 -0.024 0.047 -0.023
C -2.344793 4.012984 0.336744 0.037 -0.067 -0.008
H -4.254094 4.936446 0.674463 -0.003 0.003 0.001
H -5.435673 2.742090 0.846188 -0.009 -0.011 0.004
H -4.115350 0.653811 0.592566 -0.015 0.028 0.000
H -0.622271 2.760579 -0.000784 -0.031 0.039 -0.003
H -1.791482 4.936459 0.248426 0.009 0.006 -0.002
```
Forces are in eV/Å.

Its LUMO energy (alpha / beta) is -0.226 / -0.359 Eh. As for the charge: +2. For the energy relative to the best compared isomer or geometry (same formula, charge and spin), the calculation gives 0.066 eV. Its multiplicity is 5. For the HOMO-LUMO gap (alpha / beta), the calculation gives 7.66 / 4.78 eV. As for the expectation value of S²: 6.035.

natural (NBO) atomic charge list, values in e, 2 entries: atom 1 (Pd): 1.0246, atom 2 (Cl): 0.0907

(3)
ORCA calculation (ωB97M-V with the def2-TZVPD basis set) on C30H20ClN2O5PPd as an isolated structure.

```
60
Properties=species:S:1:pos:R:3:forces:R:3
Pd 0.591410 0.925090 -1.041504 -0.054 -0.059 -0.035
O 2.666356 1.505937 -2.432194 -0.023 0.012 -0.001
C 2.553154 1.328604 -1.277557 0.103 0.035 0.045
C 3.484323 1.352742 -0.140732 0.001 -0.006 -0.010
C 4.789401 1.809007 -0.276207 0.016 0.015 -0.010
C 5.599075 1.812591 0.851449 -0.012 -0.004 0.003
C 5.115795 1.357636 2.073777 -0.017 -0.001 -0.006
C 3.812793 0.881363 2.198316 0.028 0.003 0.006
C 3.000285 0.877579 1.078151 -0.046 0.001 -0.013
P 1.314845 0.276386 0.985058 0.030 -0.045 -0.009
C 1.289080 -1.464504 0.522351 0.046 -0.001 0.020
C 0.055380 -2.063369 0.391934 -0.012 0.001 -0.007
C -0.107728 -3.378991 -0.302039 -0.019 -0.011 -0.003
C 1.198603 -4.015431 -0.655111 -0.011 -0.015 0.007
C 2.390999 -3.403999 -0.467902 -0.001 0.020 0.003
C 2.471216 -2.107543 0.093065 -0.009 -0.010 0.004
C 0.364009 0.622187 2.439235 -0.044 0.046 -0.030
C 0.199398 -0.331221 3.446166 -0.002 0.004 0.006
C -0.494157 0.016058 4.593928 0.007 -0.014 -0.004
C -1.015342 1.296877 4.730305 -0.001 0.012 -0.001
C -0.851707 2.242877 3.724866 -0.002 -0.004 0.000
C -0.162490 1.911173 2.571347 -0.007 -0.011 0.017
H 5.148165 2.173719 -1.229315 0.002 0.000 0.001
H 6.611388 2.186003 0.780444 0.002 -0.001 -0.001
H 5.760341 1.376736 2.942225 0.000 -0.001 0.003
H 3.444753 0.529684 3.153688 0.007 0.000 0.003
H -0.832045 -1.571258 0.778930 -0.002 -0.005 -0.001
H -0.670198 -4.060516 0.352246 -0.001 0.006 0.003
H 1.160575 -5.008954 -1.085801 0.004 -0.002 0.000
H 3.303760 -3.911578 -0.749808 0.003 0.000 0.001
H 3.432349 -1.627988 0.214245 0.003 0.006 0.000
H 0.612494 -1.326872 3.339374 -0.001 -0.005 -0.001
H -0.624748 -0.710184 5.384400 0.001 0.000 0.002
H -1.553782 1.561320 5.630511 -0.002 -0.001 0.001
H -1.260894 3.236959 3.841231 -0.001 0.001 0.003
H -0.032227 2.643005 1.780986 0.006 0.000 0.002
O -3.735279 4.644998 -2.726665 -0.071 -0.028 -0.023
C -4.191450 3.427604 -2.864276 0.037 0.020 -0.066
O -5.273626 3.153562 -3.298203 -0.018 0.020 0.030
C -3.283104 2.275121 -2.458214 0.049 0.010 0.068
C -3.654703 0.970354 -2.578821 -0.016 0.001 0.004
Cl -5.028059 0.293920 -3.257964 -0.009 -0.024 -0.005
N -2.578356 0.171652 -2.145113 0.081 0.152 -0.021
N -1.521441 0.986841 -1.808058 0.056 -0.322 0.023
C -1.936857 2.215572 -1.944027 -0.118 0.255 -0.104
C -0.993191 3.341726 -1.514658 -0.019 -0.035 0.146
O -1.376281 4.486637 -1.649524 0.059 0.025 -0.034
O 0.116597 2.972157 -0.997186 -0.021 0.047 -0.081
C -2.504181 -1.164555 -1.906113 0.054 -0.199 0.064
C -3.658343 -1.908634 -1.559643 -0.013 0.098 -0.008
C -3.537749 -3.279735 -1.360028 0.044 -0.061 0.015
C -2.328094 -3.932529 -1.443169 -0.038 0.016 0.011
C -1.026391 -3.224695 -1.616981 -0.008 -0.029 0.002
C -1.226094 -1.801209 -2.001302 -0.034 0.081 -0.043
H -2.823848 4.683839 -2.337398 0.011 0.018 0.033
H -4.599267 -1.408932 -1.405479 -0.016 -0.024 0.002
H -4.426401 -3.848359 -1.117720 -0.005 0.002 -0.009
H -2.295898 -5.010905 -1.345169 -0.007 -0.002 -0.002
H -0.461255 -3.718767 -2.415811 0.007 0.021 -0.006
H -0.421361 -1.266789 -2.488536 0.000 -0.011 0.006
```
Forces are in eV/Å.

Its LUMO energy (alpha / beta) is -0.253 / -0.374 Eh. As for the charge: +2. For the energy relative to the best compared isomer or geometry (same formula, charge and spin), the calculation gives 0.000 eV. Its multiplicity is 5. For the HOMO-LUMO gap (alpha / beta), the calculation gives 6.81 / 4.94 eV. As for the expectation value of S²: 6.091.

natural (NBO) atomic charge list, values in e, 2 entries: atom 1 (Pd): 0.7450, atom 2 (O): -0.4071

(4)
ORCA calculation (ωB97M-V with the def2-TZVPD basis set) on C30H21Cl5CoIN3O2 as an isolated structure.

```
63
Properties=species:S:1:pos:R:3:forces:R:3
Co 0.087208 -0.650693 0.669157 -0.049 0.178 0.281
C 4.396166 0.733896 -0.263835 -0.007 0.059 -0.029
O 3.414814 1.820610 -0.300787 0.071 -0.132 0.023
C 2.251116 1.251444 -0.035540 -0.206 0.207 -0.049
N 2.195648 0.005951 0.223256 -0.051 0.032 -0.032
C 3.574515 -0.521031 0.117491 -0.015 -0.008 0.175
C 3.636473 -1.647377 -0.881847 0.038 -0.001 -0.027
C 4.112775 -2.894626 -0.504224 -0.031 -0.043 -0.041
C 4.149524 -3.937709 -1.421777 -0.018 0.033 0.016
C 3.709086 -3.735502 -2.720025 -0.008 0.004 -0.019
C 3.236688 -2.486241 -3.106454 0.009 -0.017 0.017
C 3.202793 -1.447580 -2.190256 0.011 0.018 0.003
C 1.021505 2.076375 -0.108159 0.068 -0.156 0.022
C 0.963711 3.444004 -0.307938 -0.076 0.030 -0.006
C -0.294472 4.030474 -0.394795 0.029 -0.056 0.014
C -1.439301 3.246251 -0.300287 0.048 0.007 -0.014
C -1.272886 1.889322 -0.095750 -0.065 -0.134 -0.033
N -0.071700 1.333822 0.006037 -0.048 -0.033 -0.052
C -2.358944 0.884483 0.009513 0.160 0.266 -0.016
N -2.102097 -0.344717 0.217529 -0.042 -0.122 0.107
C -3.381416 -1.075049 0.086261 -0.002 0.045 0.054
C -4.413573 0.073260 0.098887 0.011 0.069 -0.015
O -3.611324 1.275480 -0.155548 -0.026 -0.175 -0.007
C -3.632044 -2.127161 1.136165 -0.039 0.002 -0.063
C -4.546711 -3.139223 0.860592 0.054 -0.013 0.005
C -4.822000 -4.109798 1.810604 0.025 0.003 0.013
C -4.177684 -4.080660 3.040937 -0.008 -0.005 -0.034
C -3.265851 -3.074018 3.316986 0.013 0.027 -0.005
C -2.998148 -2.096400 2.368395 -0.094 -0.011 0.052
H 5.149960 1.001382 0.471151 -0.003 -0.012 -0.004
H 4.841801 0.667176 -1.253946 0.005 0.000 0.020
H 3.868515 -0.894684 1.099231 -0.001 0.006 -0.059
H 4.446983 -3.056485 0.513029 0.030 0.003 0.013
H 4.519493 -4.907358 -1.118769 0.012 -0.018 0.005
H 3.736828 -4.547459 -3.434047 0.000 -0.003 -0.005
H 2.899238 -2.323669 -4.121220 -0.002 0.001 -0.013
H 2.830204 -0.475264 -2.497261 0.002 0.009 -0.003
H 1.872686 4.020809 -0.393691 0.005 0.021 -0.003
H -0.382903 5.097547 -0.543207 0.001 0.013 -0.009
H -2.430829 3.666934 -0.380952 -0.007 0.020 0.004
H -3.367519 -1.564167 -0.893295 -0.029 0.012 -0.010
H -4.883507 0.193628 1.073893 0.020 0.007 0.004
H -5.164699 0.011333 -0.682308 -0.007 -0.016 0.022
H -5.035885 -3.179756 -0.105764 -0.010 0.003 -0.027
H -5.532318 -4.894148 1.588514 -0.017 -0.013 -0.004
H -4.388055 -4.840984 3.780340 -0.003 -0.016 0.013
H -2.760748 -3.043797 4.273758 0.007 -0.002 0.006
H -2.291611 -1.314045 2.591931 0.096 0.106 0.025
I -0.537010 -4.122105 0.131114 -0.003 0.106 0.104
C -0.066803 -2.317895 -0.727828 0.009 -0.495 -0.395
H 0.910409 -2.323368 -1.206794 0.033 0.062 0.131
H -0.890930 -2.004590 -1.358112 0.082 0.223 -0.033
Cl -1.368704 1.421518 3.032512 -0.012 -0.075 0.079
C -0.317934 0.151663 3.626822 -0.055 0.165 0.048
C 0.291233 -0.702957 2.719041 0.168 -0.099 -0.246
C 1.172321 -1.619071 3.281211 0.066 -0.120 0.114
Cl 2.051156 -2.691107 2.219376 -0.088 0.029 0.013
C 1.414455 -1.728952 4.649969 -0.026 0.006 0.017
Cl 2.513886 -2.893656 5.273646 -0.025 0.023 -0.048
C 0.748833 -0.869686 5.523621 0.025 0.003 -0.081
Cl 1.020530 -0.974183 7.213418 -0.024 0.002 -0.032
C -0.120452 0.089842 5.005770 0.000 0.001 0.058
Cl -0.913495 1.179663 6.072558 0.002 -0.025 -0.043
```
Forces are in eV/Å.

Its LUMO energy (alpha / beta) is -0.134 / -0.176 Eh. As for the charge: +1. Its multiplicity is 5. For the HOMO-LUMO gap (alpha / beta), the calculation gives 7.52 / 6.38 eV. As for the expectation value of S²: 6.013.

natural (NBO) atomic charge list, values in e, 2 entries: atom 1 (Co): 1.4994, atom 2 (C): -0.0874